--- 1 ---
{"formula": "C2H6NO2P", "method": "the ωB97M-V functional and the def2-TZVPD basis", "orbital_gap_ev": [7.4, 8.0], "species": ["C", "C", "N", "O", "O", "P", "H", "H", "H", "H", "H", "H"], "coordinates": [[-0.289, 1.075, -0.216], [1.939, 0.258, 0.331], [0.500, 0.098, 0.053], [-0.205, 2.122, -0.748], [0.092, -1.189, 0.585], [-2.994, 0.008, -0.146], [2.352, -0.686, -0.140], [2.275, 1.134, -0.215], [2.382, 0.163, 1.323], [-0.760, -1.240, 0.168], [-2.686, -1.404, 0.393], [-2.608, -0.338, -1.390]]}


--- 2 ---
{"formula": "C2H6NO2P", "method": "the ωB97M-V functional and the def2-TZVPD basis", "orbital_gap_ev": 9.3, "species": ["N", "P", "C", "O", "C", "O", "H", "H", "H", "H", "H", "H"], "coordinates": [[-1.759, -0.156, 0.262], [-0.536, -0.426, -0.879], [0.710, 0.755, -0.027], [0.337, 1.868, 0.236], [2.039, 0.197, 0.444], [2.617, -0.793, -0.356], [-2.343, -0.959, 0.436], [-2.300, 0.692, 0.175], [-0.850, 0.566, -1.824], [2.768, 1.009, 0.527], [1.832, -0.185, 1.464], [1.950, -1.463, -0.560]]}


On energetic grounds, 2 is preferred over the next structure by 410.8 kJ/mol.


--- 1 ---
{"formula": "H3NP2", "method": "the ωB97M-V functional and the def2-TZVPD basis", "orbital_gap_ev": 8.1, "species": ["H", "P", "N", "P", "H", "H"], "coordinates": [[2.588, -0.060, -1.199], [1.997, -0.404, 0.049], [0.482, -0.145, -0.295], [-1.005, -0.848, -0.051], [-1.696, 0.051, -0.867], [-1.448, -0.348, 1.135]]}


--- 2 ---
{"formula": "H3NP2", "method": "the ωB97M-V functional and the def2-TZVPD basis", "orbital_gap_ev": 8.6, "species": ["N", "P", "P", "H", "H", "H"], "coordinates": [[2.554, 1.659, -1.095], [1.572, 0.597, -0.716], [-0.587, -0.246, -1.211], [1.752, -0.435, 0.234], [-0.776, -1.288, -0.343], [-1.063, 0.841, -0.644]]}


On energetic grounds, 1 is preferred over the next structure by 199.0 kJ/mol.


--- 1 ---
{"formula": "C20H48BF4N4O6", "method": "the ωB97M-V functional and the def2-TZVPD basis", "total_charge": -1, "orbital_gap_ev": 9.4, "species": ["B", "F", "F", "F", "F", "C", "C", "N", "H", "H", "H", "C", "C", "N", "H", "H", "H", "C", "C", "N", "H", "H", "H", "C", "C", "N", "H", "H", "H", "C", "C", "O", "H", "H", "H", "H", "H", "H", "C", "C", "O", "H", "H", "H", "H", "H", "H", "C", "C", "O", "H", "H", "H", "H", "H", "H", "C", "C", "O", "H", "H", "H", "H", "H", "H", "C", "C", "O", "H", "H", "H", "H", "H", "H", "C", "C", "O", "H", "H", "H", "H", "H", "H"], "coordinates": [[62.518, 37.439, 54.537], [63.578, 37.470, 53.677], [61.862, 36.183, 54.435], [62.999, 37.764, 55.856], [61.463, 38.380, 54.120], [58.879, 38.573, 56.962], [57.985, 37.629, 57.560], [57.127, 36.996, 57.927], [59.503, 37.945, 56.131], [58.433, 39.523, 56.465], [59.522, 38.790, 57.744], [61.555, 37.112, 50.898], [61.994, 38.548, 51.057], [62.163, 39.735, 51.067], [60.490, 36.905, 50.447], [62.121, 36.605, 50.345], [61.413, 36.615, 51.937], [59.092, 40.141, 51.493], [58.933, 39.583, 49.995], [58.911, 39.077, 48.975], [59.651, 39.459, 52.135], [59.576, 40.994, 51.650], [57.983, 40.041, 51.721], [63.946, 40.912, 53.594], [64.049, 41.564, 54.957], [64.036, 42.092, 56.064], [62.919, 40.626, 53.376], [64.539, 41.473, 52.929], [64.396, 40.020, 53.695], [62.830, 36.519, 58.868], [62.653, 35.362, 57.868], [62.291, 34.168, 58.777], [61.880, 36.789, 59.255], [63.245, 37.418, 58.246], [63.628, 36.289, 59.655], [63.569, 35.323, 57.396], [61.913, 35.449, 57.107], [62.641, 33.221, 58.457], [59.134, 33.743, 54.407], [58.402, 34.888, 54.116], [59.053, 35.859, 53.380], [58.782, 33.104, 55.257], [60.162, 34.139, 54.650], [59.384, 33.077, 53.603], [58.164, 35.096, 55.187], [57.379, 34.755, 53.671], [59.891, 35.784, 53.648], [59.053, 42.032, 55.403], [59.970, 40.948, 54.810], [60.929, 40.513, 55.712], [58.600, 41.656, 56.217], [58.295, 42.482, 54.746], [59.592, 42.841, 55.778], [60.382, 41.256, 53.872], [59.491, 40.292, 54.308], [61.265, 39.705, 55.309], [67.444, 37.918, 57.643], [66.049, 37.587, 57.240], [65.675, 37.938, 55.972], [67.888, 39.018, 57.525], [68.022, 37.533, 56.719], [67.731, 37.376, 58.501], [65.297, 37.626, 58.006], [66.136, 36.470, 57.095], [64.751, 37.928, 55.979], [66.980, 34.134, 53.521], [66.003, 35.275, 53.982], [65.616, 36.088, 52.944], [66.484, 33.430, 52.908], [67.548, 33.531, 54.144], [67.612, 34.593, 52.900], [66.545, 35.869, 54.770], [65.249, 35.095, 54.657], [64.693, 36.366, 53.071], [63.181, 32.106, 52.755], [62.598, 33.446, 53.162], [62.899, 33.753, 54.511], [63.072, 32.168, 51.665], [62.610, 31.153, 53.155], [64.155, 32.005, 52.995], [61.616, 33.478, 52.965], [63.089, 34.325, 52.609], [62.336, 34.630, 54.746]]}


--- 2 ---
{"formula": "C20H48BF4N4O6", "method": "the ωB97M-V functional and the def2-TZVPD basis", "total_charge": -1, "orbital_gap_ev": 9.8, "species": ["B", "F", "F", "F", "F", "C", "C", "N", "H", "H", "H", "C", "C", "N", "H", "H", "H", "C", "C", "N", "H", "H", "H", "C", "C", "N", "H", "H", "H", "C", "C", "O", "H", "H", "H", "H", "H", "H", "C", "C", "O", "H", "H", "H", "H", "H", "H", "C", "C", "O", "H", "H", "H", "H", "H", "H", "C", "C", "O", "H", "H", "H", "H", "H", "H", "C", "C", "O", "H", "H", "H", "H", "H", "H", "C", "C", "O", "H", "H", "H", "H", "H", "H"], "coordinates": [[66.757, 62.904, 93.899], [66.765, 61.507, 93.440], [65.801, 62.879, 94.947], [68.082, 63.098, 94.279], [66.379, 63.766, 92.928], [65.409, 58.370, 92.282], [66.062, 57.098, 91.701], [66.514, 56.103, 91.270], [64.399, 58.316, 92.471], [65.892, 58.791, 93.242], [65.474, 59.045, 91.666], [65.807, 67.028, 92.121], [64.303, 67.189, 92.164], [63.137, 67.217, 92.303], [66.360, 66.580, 92.993], [65.922, 66.412, 91.252], [66.244, 68.028, 91.663], [63.036, 61.683, 93.695], [62.694, 61.157, 92.319], [62.504, 60.785, 91.223], [63.640, 60.910, 93.901], [63.725, 62.594, 93.480], [62.030, 61.655, 94.275], [65.275, 62.536, 89.759], [64.097, 62.369, 88.874], [63.269, 62.205, 88.086], [65.197, 63.393, 90.315], [65.182, 61.762, 90.628], [66.047, 62.606, 89.008], [71.819, 66.378, 94.503], [70.803, 65.554, 93.701], [70.905, 64.230, 94.369], [71.772, 66.415, 95.643], [71.773, 67.426, 94.198], [72.791, 66.057, 94.442], [70.974, 65.281, 92.709], [69.789, 65.883, 93.645], [70.197, 63.680, 93.967], [68.821, 61.654, 90.309], [69.821, 62.311, 91.233], [69.020, 63.409, 91.691], [68.631, 62.289, 89.533], [68.024, 61.070, 90.667], [69.241, 60.781, 89.783], [70.630, 62.678, 90.528], [70.030, 61.755, 92.123], [68.513, 63.006, 92.372], [68.083, 58.349, 95.920], [67.711, 59.885, 95.845], [68.887, 60.578, 95.252], [68.328, 57.871, 94.961], [67.321, 57.724, 96.186], [68.873, 58.097, 96.762], [67.444, 60.184, 96.812], [66.829, 59.963, 95.139], [68.593, 61.426, 94.847], [69.352, 65.854, 97.971], [68.108, 65.305, 97.143], [68.219, 63.838, 97.190], [70.195, 65.615, 97.337], [69.424, 65.718, 99.141], [69.167, 66.973, 97.874], [68.043, 65.676, 96.038], [67.222, 65.703, 97.784], [67.889, 63.474, 96.379], [63.677, 62.278, 97.747], [64.555, 60.943, 97.796], [65.308, 61.006, 98.810], [63.218, 62.363, 98.751], [62.880, 62.470, 96.864], [64.411, 62.985, 97.708], [65.290, 60.718, 96.891], [63.827, 60.187, 97.990], [65.975, 61.574, 98.787], [63.596, 67.016, 96.734], [63.880, 65.969, 95.763], [65.185, 65.478, 95.903], [63.724, 66.496, 97.665], [62.676, 67.610, 96.733], [64.422, 67.760, 96.522], [63.973, 66.413, 94.654], [62.975, 65.157, 95.589], [65.448, 64.747, 95.324]]}


On energetic grounds, 2 is preferred over the next structure by 21.2 kJ/mol.